[1]
A structure of composition C44H116AgF3N10O12. Source: the OMol25 dataset; level of theory: ωB97M-V with the def2-TZVPD basis set.

- energy relative to the best compared isomer or geometry (same formula, charge and spin) (kcal/mol) = 93.95
- highest occupied orbital energy (Ha) = -0.2410

Structure (ORCA input):
```
! RIJCOSX wB97M-V def2-TZVPD def2/J DEFGRID3
* xyz 0 1
Ag -8.172 4.365 -2.035
C -1.920 0.857 -1.648
O -2.011 -0.196 -0.672
O -3.226 1.211 -1.955
C -1.090 2.161 -1.101
F 0.222 1.990 -1.210
F -1.289 3.279 -1.731
F -1.321 2.357 0.156
C -0.794 -0.952 -0.354
C -0.478 -0.978 1.170
H -1.394 -1.200 1.717
H 0.156 -1.816 1.458
H 0.030 -0.086 1.539
H 0.085 -0.763 -0.970
H -0.973 -1.978 -0.676
H -1.451 0.361 -2.498
C -3.709 -5.319 9.609
C -4.864 -6.133 9.067
C -5.922 -6.420 10.217
O -7.022 -7.134 9.669
C -6.816 -8.504 9.368
N -5.392 -5.563 7.767
H -3.006 -5.848 10.253
H -4.044 -4.427 10.137
H -3.173 -4.969 8.726
H -4.452 -7.070 8.691
H -6.313 -5.462 10.560
H -5.535 -6.936 11.096
H -7.763 -8.977 9.108
H -6.571 -8.887 10.359
H -6.158 -8.759 8.537
H -4.578 -5.578 7.170
H -6.074 -6.131 7.286
C 4.343 3.639 7.512
C 5.917 3.461 7.463
C 6.516 3.183 6.022
O 5.895 1.976 5.546
C 6.112 1.664 4.146
N 6.585 4.624 7.991
H 3.876 3.802 8.483
H 3.890 2.684 7.245
H 4.030 4.434 6.835
H 6.137 2.562 8.040
H 7.602 3.089 6.037
H 6.172 3.953 5.332
H 5.786 0.641 3.956
H 7.105 1.754 3.705
H 5.413 2.287 3.589
H 6.601 4.816 8.982
H 6.332 5.460 7.483
C -9.875 -6.571 -5.991
C -8.371 -6.658 -6.374
C -7.428 -7.123 -5.255
O -7.605 -6.309 -4.096
C -7.026 -5.064 -4.346
N -8.529 -7.539 -7.478
H -9.988 -5.860 -5.173
H -10.183 -7.522 -5.557
H -10.541 -6.220 -6.779
H -8.012 -5.782 -6.914
H -6.416 -7.387 -5.562
H -7.759 -8.086 -4.868
H -7.651 -4.619 -5.121
H -6.035 -5.359 -4.688
H -6.844 -4.474 -3.447
H -7.589 -7.507 -7.848
H -8.706 -8.506 -7.245
C -9.105 -0.689 2.649
C -9.781 0.667 2.318
C -9.131 1.789 3.229
O -9.974 3.008 3.115
C -9.610 3.901 4.066
N -9.633 0.971 0.871
H -9.570 -1.474 2.053
H -9.188 -1.047 3.676
H -8.062 -0.687 2.333
H -10.841 0.565 2.550
H -8.138 1.923 2.798
H -9.037 1.533 4.284
H -10.091 4.868 3.920
H -8.592 3.999 4.443
H -10.199 3.500 4.891
H -10.422 0.465 0.494
H -8.764 0.559 0.563
C -2.403 11.173 5.029
C -1.940 10.430 3.840
C -0.471 10.877 3.550
O -0.281 12.282 3.432
C -1.015 12.934 2.381
N -2.144 8.947 3.940
H -3.397 10.775 5.232
H -2.387 12.243 4.822
H -1.798 10.939 5.904
H -2.594 10.676 3.003
H 0.051 10.371 2.738
H 0.113 10.602 4.429
H -1.984 12.551 2.063
H -0.359 13.098 1.527
H -1.311 13.930 2.711
H -1.558 8.569 3.209
H -3.046 8.751 3.528
C 8.272 -3.883 -6.487
C 8.109 -2.428 -6.549
C 7.730 -1.844 -5.208
O 7.217 -0.520 -5.210
C 5.950 -0.379 -5.858
N 9.350 -1.949 -7.102
H 7.295 -4.182 -6.106
H 9.090 -4.202 -5.841
H 8.434 -4.330 -7.468
H 7.310 -2.438 -7.291
H 8.556 -1.966 -4.507
H 6.964 -2.324 -4.599
H 5.666 0.667 -5.973
H 5.096 -0.649 -5.237
H 5.763 -0.905 -6.794
H 9.074 -0.984 -7.216
H 9.492 -2.357 -8.015
C 6.770 11.010 -5.695
C 5.247 10.752 -5.968
C 4.359 11.565 -4.984
O 2.994 11.475 -5.272
C 2.430 10.184 -4.953
N 5.019 11.225 -7.320
H 6.894 11.119 -4.618
H 7.024 12.023 -6.009
H 7.312 10.169 -6.128
H 5.230 9.674 -5.810
H 4.643 12.603 -4.813
H 4.497 11.196 -3.967
H 2.655 9.805 -3.956
H 2.869 9.356 -5.509
H 1.343 10.253 -5.005
H 4.010 11.208 -7.352
H 5.034 12.232 -7.395
C 4.468 4.449 -12.116
C 3.053 4.933 -11.785
C 2.423 4.460 -10.480
O 1.131 4.884 -10.320
C 0.444 4.397 -9.177
N 2.911 6.455 -11.924
H 4.371 3.373 -11.969
H 5.263 4.785 -11.451
H 4.829 4.732 -13.104
H 2.411 4.602 -12.602
H 3.086 4.858 -9.711
H 2.431 3.370 -10.498
H 0.854 4.985 -8.357
H 0.647 3.349 -8.958
H -0.642 4.487 -9.149
H 3.576 6.860 -11.281
H 3.088 6.769 -12.867
C 3.920 -8.551 -0.614
C 3.365 -9.902 -0.249
C 1.846 -10.034 -0.160
O 1.338 -9.004 0.702
C -0.100 -8.749 0.708
N 3.835 -10.918 -1.270
H 3.900 -7.934 0.284
H 3.329 -8.076 -1.397
H 4.892 -8.676 -1.092
H 3.820 -10.105 0.720
H 1.555 -10.920 0.404
H 1.263 -10.028 -1.081
H -0.558 -8.386 -0.212
H -0.343 -7.925 1.379
H -0.691 -9.596 1.055
H 4.837 -10.839 -1.366
H 3.724 -11.793 -0.778
C 3.608 -8.942 7.505
C 2.303 -8.188 7.297
C 2.564 -6.791 6.710
O 3.175 -5.976 7.625
C 3.737 -4.748 7.068
N 1.413 -8.990 6.397
H 4.279 -8.295 8.070
H 4.145 -9.288 6.622
H 3.499 -9.892 8.029
H 1.839 -7.994 8.265
H 1.577 -6.362 6.538
H 3.246 -6.869 5.863
H 4.009 -3.989 7.802
H 3.132 -4.243 6.315
H 4.683 -5.067 6.630
H 1.558 -8.886 5.403
H 1.182 -9.902 6.766
*
```

Atom charges from the Mulliken analysis, given in e for atoms 1 to 99: Ag 0.65; C -0.02; O -0.33; O -0.74; C 0.79; F -0.30; F -0.28; F -0.26; C -0.34; C -1.08; H 0.27; H 0.38; H 0.27; H 0.30; H 0.40; H 0.30; C -1.39; C 0.59; C -0.61; O -0.37; C -0.67; N -0.78; H 0.35; H 0.31; H 0.36; H 0.23; H 0.33; H 0.33; H 0.26; H 0.31; H 0.24; H 0.25; H 0.25; C -1.28; C 0.29; C -0.59; O -0.27; C -0.78; N -0.61; H 0.38; H 0.32; H 0.28; H 0.28; H 0.35; H 0.32; H 0.26; H 0.29; H 0.32; H 0.23; H 0.21; C -1.25; C 0.20; C -0.70; O -0.38; C -0.66; N -0.70; H 0.32; H 0.34; H 0.38; H 0.40; H 0.42; H 0.32; H 0.23; H 0.30; H 0.27; H 0.24; H 0.26; C -1.39; C 0.26; C -0.75; O -0.36; C -0.84; N -0.63; H 0.38; H 0.38; H 0.36; H 0.38; H 0.27; H 0.45; H 0.29; H 0.33; H 0.33; H 0.28; H 0.29; C -1.30; C 0.47; C -0.63; O -0.32; C -0.76; N -0.79; H 0.34; H 0.32; H 0.32; H 0.22; H 0.38; H 0.32; H 0.29; H 0.31; H 0.27

***

[2]
A structure of composition C44H116AgF3N10O12Pd. Source: the OMol25 dataset; level of theory: ωB97M-V with the def2-TZVPD basis set.

- highest occupied orbital energy (spin up / spin down) (Ha) = -0.4003 / -0.4003

Structure (ORCA input):
```
! RIJCOSX wB97M-V def2-TZVPD def2/J DEFGRID3
* xyz 2 3
Pd -7.605 0.263 4.775
Ag -2.048 -1.735 5.384
C -2.115 0.529 0.600
O -0.893 -0.252 0.802
O -3.000 0.198 1.619
C -1.763 1.925 0.163
F -2.523 2.375 -0.831
F -1.742 2.836 1.181
F -0.524 2.083 -0.210
C -0.024 -0.821 -0.255
C 1.318 -0.727 0.277
H 1.575 0.308 0.504
H 1.413 -1.253 1.227
H 2.007 -1.211 -0.415
H -0.192 -0.316 -1.206
H -0.182 -1.854 -0.565
H -2.465 0.041 -0.310
C -6.679 0.754 -6.211
C -6.816 -0.809 -6.142
C -5.869 -1.481 -5.030
O -6.197 -2.901 -4.879
C -5.102 -3.601 -4.204
N -8.179 -1.325 -5.907
H -6.526 1.173 -5.216
H -7.506 1.236 -6.732
H -5.799 1.056 -6.778
H -6.545 -1.142 -7.143
H -6.033 -0.975 -4.079
H -4.787 -1.387 -5.121
H -5.409 -4.629 -4.012
H -4.872 -3.314 -3.178
H -4.168 -3.659 -4.763
H -8.154 -2.328 -6.023
H -8.778 -1.029 -6.664
C 7.366 2.950 3.576
C 8.429 3.791 2.939
C 8.325 3.770 1.350
O 9.456 4.238 0.689
C 10.591 3.319 0.811
N 8.207 5.131 3.416
H 7.304 3.142 4.648
H 7.567 1.879 3.550
H 6.439 3.059 3.013
H 9.337 3.416 3.411
H 7.392 4.225 1.018
H 8.181 2.745 1.008
H 10.465 2.483 0.124
H 10.864 2.994 1.815
H 11.481 3.827 0.440
H 7.382 5.584 3.050
H 8.945 5.761 3.132
C 4.253 -5.261 -7.327
C 3.246 -6.069 -8.169
C 4.010 -7.250 -8.949
O 3.074 -7.850 -9.879
C 3.651 -8.811 -10.748
N 2.308 -6.526 -7.236
H 3.678 -4.606 -6.672
H 4.793 -4.513 -7.907
H 4.886 -5.883 -6.694
H 2.752 -5.324 -8.793
H 4.425 -8.085 -8.384
H 4.957 -6.993 -9.423
H 4.068 -9.698 -10.270
H 4.524 -8.267 -11.107
H 2.937 -9.058 -11.534
H 1.442 -6.485 -7.754
H 2.501 -7.488 -6.997
C 5.312 -8.760 5.802
C 5.671 -9.046 4.385
C 4.902 -8.319 3.248
O 5.384 -8.844 2.023
C 4.692 -8.488 0.835
N 7.120 -8.699 4.273
H 5.834 -9.411 6.503
H 4.257 -8.913 6.026
H 5.531 -7.710 6.000
H 5.517 -10.105 4.178
H 5.074 -7.243 3.234
H 3.842 -8.475 3.447
H 3.694 -8.834 1.103
H 5.165 -8.879 -0.066
H 4.804 -7.407 0.762
H 7.559 -9.608 4.279
H 7.271 -8.428 3.312
C -0.339 2.194 -7.328
C 0.494 1.464 -8.433
C -0.302 1.174 -9.694
O -1.506 0.444 -9.616
C -1.382 -0.955 -9.269
N 1.709 2.179 -8.729
H -1.099 1.594 -6.828
H -0.794 3.142 -7.618
H 0.153 2.398 -6.377
H 0.792 0.483 -8.062
H 0.218 0.785 -10.569
H -0.546 2.158 -10.096
H -1.050 -0.985 -8.231
H -0.601 -1.489 -9.811
H -2.384 -1.342 -9.455
H 1.464 3.057 -9.164
H 2.231 2.521 -7.934
C -4.595 9.945 0.791
C -3.057 10.289 0.681
C -2.408 9.992 -0.713
O -1.132 10.680 -0.912
C -0.709 10.525 -2.242
N -2.895 11.761 0.952
H -5.232 10.205 -0.055
H -4.979 10.226 1.771
H -4.609 8.855 0.797
H -2.489 9.694 1.396
H -3.119 10.433 -1.412
H -2.585 8.945 -0.959
H -1.261 11.102 -2.983
H -0.607 9.467 -2.486
H 0.313 10.859 -2.421
H -3.377 12.167 0.163
H -1.932 12.051 0.853
C -0.540 1.240 10.406
C 0.043 1.658 8.974
C 1.232 0.904 8.574
O 0.940 -0.470 8.445
C 2.124 -1.285 8.148
N -0.970 1.425 7.888
H -0.589 0.153 10.476
H -1.525 1.661 10.609
H 0.133 1.461 11.235
H 0.199 2.733 9.066
H 1.968 1.138 9.343
H 1.581 1.327 7.631
H 1.763 -2.083 7.498
H 2.418 -1.706 9.110
H 3.074 -0.907 7.771
H -1.779 1.216 8.456
H -1.319 2.212 7.360
C -2.716 -7.443 3.126
C -2.909 -8.098 4.464
C -2.326 -9.564 4.534
O -2.923 -10.509 3.663
C -4.298 -10.746 3.863
N -2.395 -7.173 5.453
H -3.249 -7.957 2.326
H -1.685 -7.324 2.791
H -3.028 -6.399 3.098
H -3.984 -8.200 4.615
H -2.383 -9.838 5.587
H -1.253 -9.414 4.409
H -4.568 -10.857 4.914
H -4.621 -11.656 3.358
H -4.916 -9.957 3.435
H -3.289 -6.802 5.742
H -1.982 -7.756 6.167
C -10.251 -2.606 -0.250
C -9.558 -1.634 0.726
C -10.107 -0.180 0.515
O -9.646 0.701 1.528
C -9.706 2.103 1.075
N -9.504 -2.020 2.150
H -11.334 -2.699 -0.178
H -9.770 -3.581 -0.326
H -10.047 -2.259 -1.263
H -8.509 -1.486 0.469
H -11.173 -0.166 0.292
H -9.707 0.099 -0.460
H -9.768 2.771 1.934
H -10.490 2.238 0.330
H -8.822 2.421 0.521
H -8.939 -2.851 2.251
H -10.457 -2.216 2.419
C 5.781 12.619 3.288
C 5.169 11.323 3.712
C 4.632 10.605 2.454
O 4.140 9.306 2.829
C 3.613 8.436 1.841
N 6.211 10.609 4.459
H 6.387 12.974 4.122
H 5.004 13.247 2.853
H 6.613 12.417 2.613
H 4.352 11.544 4.399
H 5.426 10.379 1.741
H 3.911 11.170 1.863
H 3.889 8.676 0.814
H 2.526 8.482 1.901
H 3.884 7.401 2.049
H 6.972 10.467 3.810
H 5.984 9.698 4.831
*
```

Atom charges from the Mulliken analysis, given in e for atoms 1 to 99: Pd 0.88; Ag 0.94; C -0.05; O -0.37; O -0.37; C 0.93; F -0.25; F -0.29; F -0.23; C -0.16; C -1.19; H 0.30; H 0.27; H 0.39; H 0.30; H 0.35; H 0.37; C -1.23; C 0.47; C -0.67; O -0.33; C -0.82; N -0.77; H 0.30; H 0.34; H 0.31; H 0.26; H 0.26; H 0.42; H 0.30; H 0.29; H 0.34; H 0.26; H 0.27; C -1.58; C 0.60; C -0.66; O -0.37; C -0.66; N -0.70; H 0.39; H 0.37; H 0.31; H 0.32; H 0.36; H 0.32; H 0.29; H 0.26; H 0.28; H 0.21; H 0.25; C -1.47; C 0.29; C -0.85; O -0.32; C -0.71; N -0.69; H 0.41; H 0.36; H 0.29; H 0.37; H 0.40; H 0.52; H 0.28; H 0.32; H 0.24; H 0.29; H 0.27; C -1.35; C 0.47; C -0.80; O -0.31; C -0.66; N -0.78; H 0.33; H 0.35; H 0.31; H 0.27; H 0.39; H 0.43; H 0.29; H 0.23; H 0.27; H 0.26; H 0.30; C -1.30; C 0.60; C -0.89; O -0.36; C -0.67; N -0.69; H 0.30; H 0.30; H 0.42; H 0.14; H 0.45; H 0.35; H 0.26; H 0.32

***

Values for M, g/mol, ordered as above
1142.33 1248.75
Values for energy, Ha, ordered as above
-3642.31558 -3769.60759